A molecular structure, C46H106InN8O16. Source: OMol25; level of theory: ωB97M-V/def2-TZVPD.

Last column: Mulliken charge in e.
Cartesian coordinates (Å):
In 19.712 -13.434 -10.990  0.985
C 16.499 -10.614 -8.202  0.067
C 15.207 -10.260 -8.416  -0.184
C 14.342 -10.582 -9.651  0.080
O 13.119 -10.187 -9.800  -0.001
C 14.860 -11.368 -10.647  -0.834
C 16.294 -11.872 -10.506  0.799
C 17.095 -11.501 -9.198  0.590
O 18.227 -11.984 -9.061  -0.854
O 16.814 -12.651 -11.285  -0.746
O 14.732 -9.494 -7.462  -0.617
H 17.060 -10.229 -7.363  0.842
H 14.363 -11.711 -11.542  0.759
C 15.662 -8.533 -13.353  -0.979
C 15.477 -9.605 -14.438  0.685
C 16.228 -9.302 -15.793  -0.816
O 15.714 -10.103 -16.879  -0.366
C 16.153 -9.683 -18.153  -0.800
N 15.932 -10.876 -13.905  -0.013
H 16.753 -8.516 -13.373  0.086
H 15.334 -8.683 -12.325  -0.023
H 15.332 -7.589 -13.786  0.426
H 14.405 -9.721 -14.605  0.373
H 17.299 -9.458 -15.650  0.066
H 16.330 -8.265 -16.116  0.573
H 15.629 -8.814 -18.551  0.308
H 15.873 -10.427 -18.899  0.300
H 17.238 -9.592 -18.215  0.307
H 15.699 -11.487 -14.677  0.306
H 15.401 -11.231 -13.123  -0.490
C 10.702 -3.038 -10.536  -1.773
C 10.984 -4.524 -10.258  1.035
C 11.826 -5.231 -11.234  -1.212
O 11.871 -6.679 -11.048  0.103
C 12.222 -7.444 -12.198  -0.674
N 11.661 -4.696 -8.946  -0.351
H 10.394 -2.723 -11.532  0.379
H 11.597 -2.492 -10.232  0.420
H 10.093 -2.627 -9.730  0.422
H 10.038 -5.066 -10.301  -0.180
H 12.807 -4.755 -11.281  0.248
H 11.502 -5.048 -12.260  0.517
H 13.219 -7.100 -12.477  0.393
H 11.384 -7.305 -12.882  0.582
H 12.232 -8.509 -11.966  -0.369
H 10.981 -4.661 -8.198  0.232
H 12.120 -3.803 -8.833  0.257
C 16.530 -15.506 -7.559  -1.433
C 17.843 -15.061 -8.228  1.518
C 19.240 -15.668 -7.866  -1.073
O 20.321 -14.827 -8.408  -0.190
C 21.484 -15.407 -8.000  -0.939
N 17.605 -15.128 -9.695  -0.236
H 16.056 -14.641 -7.095  0.186
H 16.670 -16.267 -6.790  0.437
H 15.753 -16.017 -8.129  0.344
H 17.960 -14.021 -7.921  -0.646
H 19.235 -16.621 -8.396  0.452
H 19.367 -15.865 -6.802  0.433
H 21.787 -15.128 -6.991  0.309
H 22.354 -15.192 -8.623  0.285
H 21.554 -16.470 -8.236  0.361
H 16.753 -14.655 -9.965  -0.176
H 17.284 -16.083 -9.788  0.374
C 17.869 -9.281 -3.056  -1.778
C 18.952 -10.237 -2.417  0.727
C 19.158 -11.578 -3.162  -0.937
O 17.903 -12.119 -3.643  -0.422
C 17.796 -12.460 -4.968  -0.637
N 20.109 -9.330 -2.446  -0.800
H 18.037 -9.044 -4.107  0.390
H 17.825 -8.303 -2.576  0.606
H 16.848 -9.573 -2.812  0.301
H 18.573 -10.371 -1.403  0.333
H 19.576 -12.397 -2.575  0.402
H 19.911 -11.452 -3.941  0.386
H 18.557 -13.101 -5.417  0.375
H 17.817 -11.480 -5.447  0.220
H 16.899 -12.969 -5.321  0.286
H 19.829 -8.415 -2.120  0.247
H 20.739 -9.581 -1.696  0.252
C 11.243 -12.425 -11.612  -0.694
O 11.573 -13.157 -10.347  -0.141
C 12.680 -14.037 -10.345  -0.170
C 12.207 -15.221 -9.503  -1.234
N 12.432 -15.131 -8.086  0.339
C 11.836 -16.186 -7.258  -0.616
C 11.380 -15.734 -5.827  -0.861
O 10.174 -15.026 -5.719  -0.204
C 9.043 -15.752 -5.272  -0.874
H 11.389 -13.244 -12.316  0.479
H 12.021 -11.685 -11.803  0.143
H 10.262 -11.979 -11.457  0.087
H 13.574 -13.558 -9.944  -0.164
H 12.947 -14.337 -11.359  0.713
H 12.818 -16.044 -9.878  0.515
H 11.222 -15.416 -9.931  0.256
H 12.103 -14.231 -7.764  -0.168
H 12.423 -17.104 -7.228  0.516
H 10.914 -16.544 -7.718  0.303
H 12.232 -15.135 -5.502  0.327
H 11.389 -16.707 -5.336  0.469
H 8.652 -15.061 -4.524  0.301
H 9.246 -16.592 -4.607  0.375
H 8.418 -16.145 -6.074  0.282
C 8.469 -6.185 -8.407  -0.705
O 9.246 -7.254 -9.010  -0.157
C 8.514 -8.122 -9.949  -1.034
C 9.489 -9.258 -10.349  -0.190
N 10.327 -9.823 -9.269  0.960
C 9.463 -10.520 -8.205  -1.028
C 10.339 -11.473 -7.444  -0.115
O 11.329 -10.732 -6.682  -0.069
C 12.250 -11.677 -6.093  -0.610
H 7.926 -6.511 -7.519  0.315
H 7.828 -5.616 -9.081  0.327
H 9.331 -5.569 -8.153  -0.019
H 8.251 -7.595 -10.867  0.542
H 7.568 -8.521 -9.581  0.379
H 10.186 -8.773 -11.032  -0.195
H 9.015 -9.965 -11.033  0.527
H 10.877 -10.477 -9.809  -0.577
H 8.606 -11.033 -8.642  0.462
H 9.080 -9.834 -7.449  0.253
H 10.739 -12.224 -8.127  -0.091
H 9.831 -12.010 -6.641  0.502
H 12.944 -11.135 -5.449  0.208
H 12.838 -12.149 -6.881  -0.031
H 11.782 -12.309 -5.337  0.443
C 12.388 -8.945 -3.711  -1.050
O 13.172 -8.390 -4.790  0.086
C 14.235 -7.680 -4.203  -0.676
C 15.065 -6.887 -5.213  -0.247
N 14.158 -6.111 -6.017  -0.078
C 14.933 -5.193 -6.905  -0.979
C 15.725 -5.912 -8.042  -0.618
O 14.829 -6.660 -8.879  0.196
C 15.435 -7.095 -10.092  -0.156
H 11.991 -8.190 -3.031  0.408
H 12.847 -9.667 -3.033  0.418
H 11.471 -9.398 -4.086  0.172
H 14.753 -8.448 -3.626  0.115
H 13.840 -7.012 -3.436  0.398
H 15.576 -7.676 -5.766  -0.178
H 15.806 -6.184 -4.830  0.562
H 13.646 -5.644 -5.282  0.242
H 15.564 -4.599 -6.242  0.497
H 14.303 -4.443 -7.382  0.284
H 16.450 -6.613 -7.629  0.302
H 16.149 -5.081 -8.608  0.410
H 16.344 -7.682 -9.948  0.000
H 15.696 -6.168 -10.604  0.622
H 14.748 -7.849 -10.474  -0.699
C 20.063 -9.545 -9.957  -0.815
O 19.932 -10.423 -11.069  -0.074
C 19.790 -9.582 -12.196  -0.339
C 19.891 -10.449 -13.463  -0.947
N 19.050 -11.687 -13.478  0.530
C 19.121 -12.373 -14.773  -0.825
C 18.137 -13.548 -14.812  -0.163
O 18.408 -14.496 -13.825  -0.182
C 17.607 -15.702 -13.786  -0.796
H 20.974 -8.949 -10.008  0.383
H 20.142 -10.235 -9.117  0.175
H 19.192 -8.892 -9.893  0.212
H 20.504 -8.758 -12.223  0.502
H 18.845 -9.038 -12.142  0.033
H 20.891 -10.869 -13.577  0.429
H 19.672 -9.886 -14.371  0.371
H 18.098 -11.346 -13.455  -0.455
H 20.117 -12.765 -14.980  0.419
H 18.924 -11.660 -15.575  0.424
H 17.981 -13.913 -15.828  0.426
H 17.158 -13.182 -14.500  -0.070
H 17.529 -16.189 -12.813  0.162
H 18.031 -16.489 -14.410  0.339
H 16.550 -15.524 -13.989  0.340

For the energy relative to the best compared isomer or geometry (same formula, charge and spin), the calculation gives 0.000 eV. The calculation puts the orbital gap at 2.82 eV. The multiplicity is 1. The net charge is +1.

16 unconnected molecules or ions with the total composition C48H100Br12N4O16. Source: OMol25; level of theory: ωB97M-V/def2-TZVPD.

Last column: Mulliken charge in e.
Cartesian coordinates (Å):
O -0.698 -4.246 -0.646  -0.223
C -1.340 -4.163 -1.659  0.246
O -0.939 -4.616 -2.819  -0.241
C 0.371 -5.187 -2.867  0.568
C 0.420 -6.665 -2.505  -1.308
C -2.705 -3.437 -1.736  -0.406
H 1.015 -4.539 -2.283  -0.383
H 0.695 -4.997 -3.929  0.303
H -0.123 -7.295 -3.211  0.379
H -0.013 -6.806 -1.513  0.269
H 1.482 -7.000 -2.457  0.346
H -2.990 -3.353 -0.701  0.134
H -3.480 -4.038 -2.274  0.480
H -2.616 -2.434 -2.212  -0.153
O -1.853 3.822 -0.524  -0.585
C -1.376 3.660 -1.604  0.642
O -0.166 4.089 -1.992  -0.315
C 0.707 4.750 -1.019  -0.528
C 2.127 4.279 -1.386  0.020
C -2.011 2.974 -2.750  0.262
H 0.452 4.397 -0.040  0.278
H 0.703 5.851 -1.112  0.263
H 2.221 3.224 -1.226  -0.409
H 2.852 4.797 -0.762  0.091
H 2.348 4.462 -2.426  0.453
H -2.254 3.724 -3.499  0.534
H -2.945 2.477 -2.494  -0.441
H -1.313 2.311 -3.211  -0.252
O 6.567 5.994 -3.143  -0.594
C 6.119 5.792 -2.043  0.686
O 5.939 4.600 -1.522  -0.170
C 6.376 3.474 -2.293  -0.272
C 5.247 3.196 -3.316  -0.663
C 5.594 6.887 -1.155  -0.810
H 6.450 2.720 -1.486  0.182
H 7.352 3.573 -2.785  0.312
H 5.500 2.224 -3.808  0.352
H 5.111 3.997 -4.008  0.424
H 4.308 3.093 -2.753  -0.107
H 5.432 6.527 -0.105  0.089
H 4.634 7.193 -1.643  0.178
H 6.174 7.813 -1.164  0.396
O 3.913 -6.285 -1.172  -0.518
C 4.146 -6.386 0.014  0.879
O 3.256 -5.967 0.913  -0.334
C 2.077 -5.372 0.481  0.610
C 2.086 -3.956 1.135  -0.444
C 5.383 -6.979 0.607  -1.273
H 1.179 -6.007 0.695  0.153
H 2.050 -5.252 -0.587  -0.166
H 2.467 -3.951 2.178  0.310
H 1.193 -3.386 1.158  0.051
H 2.859 -3.378 0.649  -0.238
H 5.109 -8.010 0.834  0.326
H 5.777 -6.519 1.542  0.265
H 6.175 -7.031 -0.099  0.374
O -1.183 1.359 4.729  -0.601
C -0.567 2.391 4.792  0.742
O -0.067 2.948 5.921  -0.363
C -0.037 2.194 7.148  0.078
C -1.428 2.085 7.863  -1.256
C -0.139 3.240 3.603  -0.595
H 0.776 2.750 7.640  0.385
H 0.248 1.156 6.941  -0.072
H -1.206 1.668 8.847  0.403
H -1.998 1.312 7.377  0.317
H -1.984 2.995 7.958  0.323
H -0.389 2.730 2.693  0.024
H 0.931 3.271 3.766  0.140
H -0.494 4.250 3.615  0.398
O -1.765 -0.213 -5.698  -0.813
C -2.986 -0.445 -5.587  0.602
O -3.592 -1.531 -6.054  -0.354
C -2.791 -2.600 -6.622  -0.603
C -2.022 -3.448 -5.632  -0.356
C -3.943 0.548 -5.058  -0.249
H -2.146 -2.235 -7.402  0.362
H -3.574 -3.225 -7.042  0.340
H -1.631 -4.259 -6.220  0.455
H -2.777 -3.766 -4.871  0.122
H -1.204 -2.925 -5.120  -0.051
H -3.805 0.803 -4.016  -0.327
H -4.923 0.175 -5.222  0.400
H -3.729 1.471 -5.619  0.268
Br -2.249 -2.134 2.504  -0.072
C -2.477 -4.062 2.834  -0.767
C -1.131 -4.731 2.650  0.599
Br -1.417 -6.608 3.197  -0.176
H -3.183 -4.459 2.058  0.390
H -2.965 -4.075 3.806  0.515
H -0.378 -4.298 3.359  -0.079
H -0.810 -4.751 1.589  -0.379
Br 3.051 5.912 2.224  -0.208
C 4.388 4.611 2.995  -0.368
C 4.749 3.714 1.816  0.063
Br 5.750 2.169 2.466  -0.118
H 3.845 3.957 3.660  0.277
H 5.193 5.202 3.408  0.399
H 5.453 4.159 1.131  0.177
H 3.932 3.282 1.260  -0.281
Br 0.427 -3.094 5.781  -0.156
C 1.056 -1.390 5.090  0.235
C 1.985 -0.818 6.181  -0.945
Br 2.921 0.822 5.542  -0.180
H 0.217 -0.774 4.840  -0.028
H 1.564 -1.613 4.187  0.124
H 2.800 -1.492 6.431  0.538
H 1.559 -0.560 7.142  0.524
Br 5.716 -0.285 -0.299  -0.137
C 4.550 -1.237 -1.545  0.014
C 5.347 -2.377 -2.110  -0.432
Br 4.160 -3.526 -3.040  -0.160
H 4.276 -0.516 -2.303  0.218
H 3.682 -1.579 -0.945  -0.303
H 5.848 -3.005 -1.351  0.373
H 5.987 -1.965 -2.890  0.423
Br 2.354 0.695 1.584  0.270
C 1.087 0.943 0.139  0.628
C 0.401 -0.417 -0.008  -0.433
Br -1.163 -0.152 -1.161  -0.054
H 1.643 1.203 -0.771  -0.619
H 0.383 1.730 0.350  0.177
H -0.121 -0.773 0.892  0.531
H 1.070 -1.123 -0.508  -0.349
Br 7.205 0.127 5.366  -0.134
C 6.013 -1.061 4.373  -0.444
C 6.662 -1.852 3.343  -0.493
Br 5.416 -3.089 2.473  -0.116
H 5.152 -0.506 3.932  -0.038
H 5.568 -1.747 5.044  0.453
H 7.462 -2.458 3.689  0.473
H 7.121 -1.264 2.528  0.277
C 0.693 -1.664 -3.378  0.499
C 1.326 -0.288 -3.542  -0.297
O 2.205 0.114 -2.787  -0.593
N 0.847 0.372 -4.647  0.236
C 1.278 1.728 -4.898  -0.989
H 0.959 -2.310 -4.190  1.002
H -0.394 -1.568 -3.439  -0.413
H 0.932 -2.167 -2.434  -0.713
H 0.022 -0.017 -5.023  0.282
H 2.227 1.778 -5.466  0.304
H 1.558 2.239 -3.975  0.231
H 0.557 2.237 -5.541  0.366
C -6.861 -1.190 1.548  -0.287
C -6.450 -2.183 0.465  0.395
O -6.815 -3.343 0.402  -0.686
N -5.773 -1.655 -0.610  0.045
C -4.910 -0.468 -0.592  1.050
H -7.915 -1.296 1.832  0.382
H -6.631 -0.131 1.316  -0.172
H -6.204 -1.520 2.403  0.116
H -5.522 -2.340 -1.296  0.249
H -4.399 -0.249 -1.555  -0.148
H -4.158 -0.456 0.202  0.091
H -5.476 0.416 -0.339  -0.917
C -4.215 1.719 2.346  0.112
C -5.590 2.313 2.529  0.726
O -6.519 2.193 1.755  -0.689
N -5.699 2.829 3.763  -0.212
C -6.929 3.407 4.337  -1.005
H -4.268 0.654 2.494  0.054
H -3.498 2.127 3.034  0.138
H -3.717 1.854 1.369  -0.259
H -4.984 2.646 4.428  0.187
H -7.133 2.937 5.303  0.328
H -7.730 3.283 3.644  0.337
H -6.809 4.481 4.431  0.318
C -7.065 1.437 -2.847  -1.122
C -5.973 2.463 -2.605  0.941
O -5.350 3.022 -3.449  -0.604
N -5.918 2.755 -1.288  0.009
C -5.168 3.806 -0.703  -0.667
H -6.652 0.495 -3.238  0.181
H -7.761 1.871 -3.548  0.386
H -7.625 1.216 -1.918  0.284
H -6.414 2.122 -0.676  -0.045
H -4.447 3.413 0.043  -0.106
H -5.774 4.503 -0.125  0.324
H -4.570 4.334 -1.469  0.401

The calculation puts the orbital gap at 9.56 eV. The multiplicity is 1.

2 unconnected molecules or ions with the total composition C3H10N2. Source: OMol25; level of theory: ωB97M-V/def2-TZVPD.

Last column: Mulliken charge in e.
Cartesian coordinates (Å):
C -1.157 -1.628 -1.472  -0.749
C -1.057 -1.807 -0.151  0.044
N 0.129 -1.817 0.578  -0.591
H -0.189 -1.514 -1.956  0.230
H -2.070 -1.418 -1.998  0.267
H -1.938 -1.971 0.462  0.267
H 0.099 -1.429 1.515  0.270
H 0.869 -1.235 0.188  0.274
C 0.278 1.900 0.463  -0.343
N 1.569 2.595 0.339  -0.628
H -0.047 1.849 1.489  0.291
H -0.500 2.428 -0.106  0.262
H 0.393 0.972 -0.092  -0.026
H 1.814 3.125 1.172  0.219
H 1.573 3.438 -0.225  0.214

For the energy relative to the best compared isomer or geometry (same formula, charge and spin), the calculation gives 1.514 eV. The calculation puts the orbital gap at 9.39 eV. The multiplicity is 1.

2 unconnected molecules or ions with the total composition C7H13O. Source: OMol25; level of theory: ωB97M-V/def2-TZVPD.

Last column: Mulliken charge in e.
Cartesian coordinates (Å):
C 2.735 0.731 1.171  -0.552
O 3.080 2.020 0.853  -0.725
C 1.776 -0.028 0.170  0.274
C 0.330 0.396 0.273  -0.576
C -0.779 -0.719 0.171  -0.790
C -2.499 -1.403 -1.398  -1.052
C -2.077 -0.335 -0.606  0.550
C -2.862 0.750 -0.155  -1.130
H 2.366 0.677 2.245  0.334
H 3.668 0.037 1.146  0.240
H 1.749 -1.165 0.425  0.380
H 2.264 0.254 -0.792  -0.900
H 0.030 1.025 -0.623  0.379
H 0.172 1.087 1.090  0.389
H -0.358 -1.492 -0.395  0.438
H -1.028 -1.119 1.154  0.221
H -3.507 -1.379 -1.823  0.296
H -1.767 -2.225 -1.626  0.177
H 2.852 0.456 -1.364  0.494
H -2.306 1.514 0.453  0.120
H -3.840 0.918 -0.369  0.434

For the energy relative to the best compared isomer or geometry (same formula, charge and spin), the calculation gives 7.428 eV. The calculation puts the orbital gap at 2.86 eV. The multiplicity is 1. The net charge is -1.

2 unconnected molecules or ions with the total composition C3H2N4O. Source: OMol25; level of theory: ωB97M-V/def2-TZVPD.

Last column: Mulliken charge in e.
Cartesian coordinates (Å):
C 1.956 0.119 0.127  -0.022
C 0.552 -0.127 -0.370  0.721
C -1.671 0.599 -0.186  0.033
H 2.014 1.353 0.911  0.239
H -2.418 1.504 -0.069  0.317
N -0.248 0.963 -0.295  -0.400
N -2.083 -0.662 0.302  -0.148
N -1.173 -1.667 0.043  -0.122
N 0.123 -1.403 -0.468  -0.199
O 2.949 -0.678 0.006  -0.418

For the energy relative to the best compared isomer or geometry (same formula, charge and spin), the calculation gives 3.933 eV. The calculation puts the orbital gap at 9.04 eV. The multiplicity is 1.

A single C16H11Cl2F2NO3 molecule. Source: OMol25; level of theory: ωB97M-V/def2-TZVPD.

Last column: Mulliken charge in e.
Cartesian coordinates (Å):
O 3.173 2.397 -0.533  -0.634
C 2.584 1.397 -0.191  0.291
N 1.309 1.384 0.253  0.172
C 0.480 2.564 0.238  -0.852
C -0.579 2.486 -0.864  -0.448
O -1.430 1.355 -0.682  -0.272
C -2.401 1.465 0.222  0.390
O -2.626 2.440 0.883  -0.531
C -3.196 0.192 0.298  -0.200
C -4.562 0.211 0.029  0.457
F -5.132 1.363 -0.345  -0.285
C -5.344 -0.927 0.107  -0.689
C -4.749 -2.122 0.472  -0.339
C -3.395 -2.178 0.752  -0.663
C -2.629 -1.026 0.661  0.840
Cl -0.955 -1.116 1.041  -0.285
C 3.225 0.033 -0.195  0.225
C 2.667 -1.019 -0.914  0.563
F 1.503 -0.818 -1.566  -0.290
C 3.262 -2.263 -0.996  -0.738
C 4.459 -2.472 -0.331  -0.334
C 5.043 -1.452 0.398  -0.694
C 4.432 -0.207 0.459  0.477
Cl 5.158 1.046 1.383  -0.201
H 0.843 0.506 0.427  -0.013
H 1.134 3.419 0.051  0.437
H -0.010 2.682 1.209  0.354
H -0.112 2.334 -1.838  0.354
H -1.182 3.399 -0.862  0.363
H -6.396 -0.862 -0.116  0.462
H -5.345 -3.018 0.541  0.380
H -2.930 -3.107 1.040  0.449
H 2.789 -3.042 -1.572  0.444
H 4.938 -3.436 -0.383  0.378
H 5.973 -1.610 0.920  0.433

For the energy relative to the best compared isomer or geometry (same formula, charge and spin), the calculation gives 0.026 eV. The calculation puts the orbital gap at 9.92 eV. The multiplicity is 1.

Number 1: HOMO energy -9.8 eV. Number 2: HOMO energy -9.3 eV. Number 3: HOMO energy -8.4 eV. Number 4: HOMO energy -1.8 eV. Number 5: HOMO energy -10.7 eV. Number 6: HOMO energy -9.5 eV.